<1>
39
Properties=species:S:1:pos:R:3 method="wB97M-V/def2-TZVPD" homo_lumo_gap_ev=9.5 e_lumo_ha=-0.007 charge=0
O 2.31112 -3.31499 -0.20089
H 2.14121 -4.22424 -0.42505
H 1.38354 -3.03136 -0.18191
O 1.19602 2.13062 -2.86674
H 0.58636 1.42556 -2.84999
H 1.05235 2.71775 -2.12471
O -2.82800 0.27585 1.44556
H -2.38132 1.04090 1.15160
H -3.67068 0.10985 1.01549
O -0.79906 0.29810 -2.92506
H -0.80353 0.05060 -3.85011
H -1.40499 -0.22432 -2.39671
O -1.52218 1.85421 -0.30837
H -1.66745 2.82295 -0.26862
H -1.61257 1.61936 -1.22732
O -2.40804 -1.76066 -1.31602
H -1.77952 -2.04486 -0.69439
H -3.27652 -2.11932 -1.24217
O 1.51762 -2.29762 -2.95183
H 1.74297 -2.77326 -2.14039
H 2.04253 -1.48015 -2.90349
O -1.44195 -1.61118 2.60595
H -0.46868 -1.58196 2.59763
H -1.84673 -0.85595 2.07315
O 0.69656 3.71428 1.60110
H 0.23470 4.11151 2.30253
H 0.54406 2.78503 1.76197
O 2.59030 1.16590 0.35726
H 1.75901 0.70319 0.15490
H 3.21743 0.83608 -0.25730
O 1.31445 -1.76201 2.59082
H 1.65350 -1.96871 1.71483
H 1.48857 -0.85241 2.60306
O 0.38681 -0.22738 -0.36600
H 0.24086 -0.11618 -1.29435
H -0.15292 0.39147 0.12320
O 0.04110 1.21498 2.51035
H 0.60799 1.25831 3.28563
H -0.68489 1.72003 2.89641

***

<2>
39
Properties=species:S:1:pos:R:3 method="wB97M-V/def2-TZVPD" homo_lumo_gap_ev=8.1 e_lumo_ha=-0.020 charge=0
H 0.85783 -0.26173 0.29053
H 0.08191 -1.17400 -0.64528
H 2.53115 4.07777 -1.03748
H 2.51007 2.56180 -0.93050
H 2.06772 4.98407 0.50832
H 1.36450 3.75460 1.05962
H -2.47224 2.57514 -0.08183
H -3.37161 3.56769 -0.80019
H -3.62877 0.01405 1.72295
H -3.58977 1.52144 1.53240
H 1.51113 0.75828 3.33226
H 1.37277 -0.46298 2.43815
H 2.44592 -0.97683 -0.42254
H 3.67178 -0.38022 -1.09437
H 2.17470 -4.29571 0.41540
H 3.49233 -3.77062 -0.13066
H -3.26627 -2.76270 -2.87649
H -2.75030 -3.03691 -1.47342
H -2.55293 -2.01795 2.64068
H -4.00612 -1.58881 2.52178
H -1.10904 -1.91988 -3.62914
H -0.34003 -0.90198 -4.45529
H -1.41079 -1.59625 -1.20003
H -1.14123 -1.79681 0.28225
H 3.72457 1.25185 0.10995
H 3.75151 0.51626 1.43970
O 0.11587 -0.26569 -0.32466
O 2.07666 3.35358 -0.59253
O 2.18739 4.25229 1.12409
O -3.37973 2.89897 -0.10612
O -3.26553 0.69842 1.14964
O 1.96354 0.27325 2.63293
O 2.71268 -0.43418 -1.17311
O 3.10917 -4.51943 0.33994
O -2.64142 -2.43620 -2.21927
O -3.34405 -1.85933 3.16790
O -1.20179 -1.32774 -4.38396
O -1.71829 -1.32404 -0.32805
O 3.14566 0.86015 0.77361

***

<3>
39
Properties=species:S:1:pos:R:3 method="wB97M-V/def2-TZVPD" homo_lumo_gap_ev=8.9 e_lumo_ha=-0.005 charge=0
H -0.12685 0.55912 0.36436
H -1.27191 -0.35001 -0.05079
H 0.53337 0.75808 4.14702
H 0.03024 -0.66936 4.28601
H 3.53865 1.77139 -0.58577
H 2.14409 1.74756 0.01810
H 3.21139 0.78776 -2.53025
H 3.17351 -0.32817 -3.56142
H -3.18043 3.61455 -1.96795
H -2.51955 2.84694 -0.83480
H -0.09883 -0.41335 -3.18448
H -1.13362 -1.18101 -3.99067
H 1.26476 2.11223 2.68899
H 2.12265 1.19836 1.82940
H -1.78482 4.69777 1.45766
H -0.83408 5.87190 1.62366
H 1.70672 -2.27067 -2.20035
H 2.83110 -2.99717 -1.48061
H 0.19950 -4.34190 -1.75430
H -0.66078 -3.16257 -2.17757
H -2.19159 -1.89420 -0.23158
H -1.41031 -2.69667 0.79588
H 2.15210 -2.30440 1.52294
H 3.29011 -1.52908 2.16626
H -4.50896 -1.00854 1.59770
H -5.99507 -0.86029 1.31568
O -1.02916 0.57958 0.02613
O 0.15934 0.14318 4.78810
O 2.60656 1.72834 -0.82732
O 2.86196 -0.09814 -2.67880
O -3.08227 3.60979 -1.00913
O -0.39811 -1.30825 -3.38090
O 2.05704 2.10838 2.14012
O -0.85211 4.90935 1.57707
O 1.92571 -2.68931 -1.36024
O 0.25559 -3.41775 -2.02224
O -2.30717 -2.52661 0.48653
O 2.64875 -1.48174 1.44835
O -5.32751 -1.51512 1.54922

***

Relative energies, kcal/mol: <1> 0.0; <2> 136.9; <3> 59.7.

***

<1>
39
Properties=species:S:1:pos:R:3 method="wB97M-V/def2-TZVPD" homo_lumo_gap_ev=9.5 e_lumo_ha=-0.028 charge=0
O 2.06955 -0.41572 1.97824
H 2.90469 -0.82765 2.08870
H 1.44844 -1.10274 1.83950
O 3.26819 -0.03346 -1.54950
H 3.42293 -0.08401 -2.47060
H 2.32842 -0.11614 -1.43420
O 0.31497 0.02058 -0.28535
H 0.47524 0.12960 0.62497
H -0.45298 -0.57519 -0.31625
O 0.23345 -2.57320 1.87221
H -0.36960 -2.60311 1.06694
H 0.80942 -3.31750 1.73019
O 0.91909 -3.21464 -1.41907
H 0.26319 -3.76257 -1.03192
H 0.45153 -2.74488 -2.12964
O -1.51530 -2.02458 -0.37927
H -2.34790 -1.76736 0.00907
H -1.72188 -2.67002 -1.02457
O -0.18392 2.56157 -1.18903
H 0.42239 3.28646 -0.96884
H 0.12163 1.81109 -0.65859
O 2.04763 2.37386 0.98718
H 2.20306 1.43818 1.20297
H 2.15871 2.81077 1.81797
O -1.17297 0.69725 1.92868
H -1.64328 1.04565 1.12347
H -1.37122 1.33370 2.60513
O 0.97666 0.91270 4.17229
H 0.08912 0.50086 4.25400
H 1.37249 0.47392 3.45705
O -2.32778 0.55338 -2.32426
H -2.59239 -0.21888 -2.73104
H -2.49888 1.25133 -3.00095
O 0.11023 0.85244 -3.35487
H -0.86682 0.92354 -3.13204
H 0.35587 1.44103 -2.60231
O -3.00520 1.38533 0.04184
H -2.72858 1.04475 -0.83660
H -3.96820 1.20367 0.03847

***

<2>
39
Properties=species:S:1:pos:R:3 method="wB97M-V/def2-TZVPD" homo_lumo_gap_ev=9.5 e_lumo_ha=-0.007 charge=0
O -0.03510 0.34659 -3.84851
H 0.26890 0.69859 -2.97651
H -0.76610 -0.23941 -3.73451
O -2.11810 2.34859 1.26949
H -2.57810 1.57359 0.98249
H -2.38310 2.62559 2.18749
O 0.83090 1.65959 -1.73951
H 1.76590 1.84359 -1.54951
H 0.60690 1.10159 -1.03751
O -0.39610 1.97059 4.11749
H 0.03590 1.56559 3.32449
H -0.08210 1.39359 4.79149
O -2.85310 -0.14841 -1.56551
H -3.57510 0.29159 -1.17751
H -2.03610 -0.08741 -1.00151
O -1.08510 -0.64641 2.66249
H -1.59310 -0.30641 3.36149
H -1.68510 -1.07741 2.08449
O 2.58090 -0.13541 0.44549
H 2.71190 -0.31541 -0.47651
H 3.19590 0.54359 0.67749
O 0.23690 -2.32241 -1.05451
H 1.14190 -2.63341 -1.29251
H 0.08490 -2.77841 -0.23151
O -1.12910 -2.05541 -3.43151
H -2.07710 -2.07441 -3.23051
H -0.55710 -1.95041 -2.68251
O -0.60810 0.06459 -0.13751
H 0.01990 -0.55541 -0.43651
H -0.28910 0.32659 0.68449
O 0.64590 1.81259 1.62049
H 0.94590 2.67559 1.79849
H -0.25410 2.01859 1.42249
O 1.41590 -2.12941 2.66049
H 2.09490 -1.49541 2.61449
H 0.63990 -1.60741 2.62249
O 2.39090 -0.62341 -2.23151
H 2.17190 -1.54041 -2.44851
H 2.31490 -0.13841 -3.04351

***

Relative energies, kcal/mol: <1> 0.0; <2> 2.7.

***

<1>
39
Properties=species:S:1:pos:R:3 method="wB97M-V/def2-TZVPD" homo_lumo_gap_ev=9.1 e_lumo_ha=-0.017 charge=0
O -16.05902 -10.94268 -28.99994
H -16.74467 -11.57892 -28.79670
H -15.24662 -11.37090 -28.73004
O -15.14013 -5.46548 -29.08379
H -14.69254 -5.22197 -28.27349
H -15.24691 -6.41477 -29.02303
O -12.60001 -11.48061 -24.56147
H -13.25401 -11.05088 -25.11269
H -13.08912 -12.15513 -24.09028
O -15.79666 -8.08144 -29.32289
H -16.07903 -8.99601 -29.33162
H -15.42959 -7.93528 -30.19475
O -12.46758 -8.78135 -25.08001
H -12.91420 -8.93289 -25.91295
H -12.91515 -9.35664 -24.45957
O -13.62467 -9.47557 -27.55843
H -13.57538 -10.26210 -28.10172
H -14.11963 -8.84948 -28.08689
O -10.81196 -8.82538 -29.09217
H -10.92474 -9.07409 -30.00959
H -11.47449 -8.15075 -28.94323
O -15.48249 -10.05023 -25.24558
H -15.91350 -10.24723 -24.41392
H -15.61002 -10.83779 -25.77445
O -13.21358 -9.30775 -31.11390
H -12.39130 -9.37937 -31.59864
H -13.20591 -8.41908 -30.75832
O -10.81718 -10.08742 -26.66127
H -10.85706 -9.56959 -27.46532
H -11.59026 -9.81932 -26.16456
O -13.46636 -12.16850 -29.00320
H -13.34792 -12.27297 -29.94728
H -13.40268 -13.05726 -28.65354
O -13.19210 -6.56855 -26.74687
H -13.09013 -7.20957 -26.04336
H -12.35490 -6.10523 -26.77257
O -16.12081 -7.42386 -25.91643
H -15.76667 -8.31217 -25.95776
H -16.55786 -7.30028 -26.75901

***

<2>
39
Properties=species:S:1:pos:R:3 method="wB97M-V/def2-TZVPD" homo_lumo_gap_ev=9.9 e_lumo_ha=-0.009 charge=0
O 0.60040 1.57978 3.59024
H 0.44114 1.38713 4.52071
H -0.16900 1.15206 3.11060
O 2.95517 0.07292 -1.27698
H 2.83026 0.28096 -0.32155
H 3.76617 -0.45220 -1.33410
O -3.64929 1.36808 -0.68154
H -2.72166 1.26554 -0.41974
H -4.03914 1.94312 -0.01344
O 2.14525 0.43383 1.50319
H 3.09689 0.42826 1.68887
H 1.75462 0.89610 2.29142
O -0.12158 -0.19702 -0.39975
H -0.03569 0.49091 0.27507
H 0.77186 -0.54988 -0.51287
O 1.38350 -0.49694 -3.58879
H 1.89424 -0.42877 -2.73159
H 1.85793 -1.12941 -4.14238
O -1.33851 -1.15990 -2.68358
H -1.28635 -0.69138 -1.83764
H -0.41452 -1.13427 -3.00828
O -1.72460 2.74074 1.77890
H -2.58095 3.03718 1.45329
H -1.11059 2.81623 1.00233
O -3.04667 -1.89580 -0.56737
H -3.67931 -1.42451 -1.12415
H -2.32047 -2.12861 -1.17948
O -1.47883 0.12083 2.40530
H -2.20844 0.72132 2.63692
H -1.84254 -0.44930 1.69946
O 2.02056 -2.50946 0.95874
H 2.98270 -2.49253 0.88891
H 1.80291 -1.79758 1.58619
O 1.28362 -3.87046 -1.39477
H 1.27130 -3.24051 -0.64369
H 0.90341 -4.68250 -1.04202
O -0.09996 3.15226 -0.49388
H 0.78175 3.21201 -0.88466
H -0.67558 3.63180 -1.10788

***

<3>
39
Properties=species:S:1:pos:R:3 method="wB97M-V/def2-TZVPD" homo_lumo_gap_ev=9.1 e_lumo_ha=-0.037 charge=0
O 0.25149 -0.36174 0.12284
H -0.35513 -0.30522 -0.60755
H 0.87523 0.35074 -0.07397
O 1.51938 -2.64355 -1.58839
H 1.78527 -3.52258 -1.32838
H 1.93828 -2.00700 -0.93287
O 1.36645 2.18339 2.70113
H 1.73530 2.98059 3.15330
H 0.69921 2.42410 2.00647
O -1.01318 -3.26603 -2.11879
H -0.20771 -2.90675 -1.70169
H -1.49186 -3.55246 -1.36511
O -3.21790 1.97498 -1.85094
H -2.43335 1.36224 -1.73801
H -3.11415 2.83736 -1.48417
O 2.63937 1.26885 -0.40325
H 2.03507 2.01102 -0.35532
H 2.85659 1.20915 -1.34397
O 3.29431 -1.38614 0.31002
H 2.57770 -1.34751 1.00896
H 3.34559 -0.44331 0.05922
O -1.50816 -0.02259 -1.89068
H -1.47892 -0.92712 -2.31614
H -0.80478 0.54573 -2.23252
O 0.99812 3.21351 0.08544
H 1.64023 3.93552 -0.08437
H 0.55936 3.01501 -0.77263
O -3.67186 -1.51413 -1.01110
H -3.26822 -1.92180 -0.21587
H -3.02728 -0.92904 -1.50631
O 1.90360 -0.50545 2.74744
H 2.73506 -0.56548 3.16030
H 1.77529 0.44603 2.65497
O -1.44929 1.36260 1.71413
H -2.35358 1.35895 1.56242
H -0.96070 0.73179 1.10882
O -2.23312 -1.89777 1.23801
H -1.41159 -1.41722 1.16673
H -2.53014 -1.76865 2.12179

***

<4>
39
Properties=species:S:1:pos:R:3 method="wB97M-V/def2-TZVPD" homo_lumo_gap_ev=9.4 e_lumo_ha=-0.002 charge=0
H -0.14456 0.47226 -1.00906
H 0.56252 -0.91774 -0.81648
H 1.59551 4.05521 -1.07517
H 2.44829 3.18979 -1.77910
H 1.83318 5.05470 1.72990
H 1.76648 4.19235 0.52218
H -3.55530 3.85150 0.54438
H -3.11141 2.43920 0.92206
H -0.19501 -0.42480 -2.38466
H -0.94888 -1.06599 -3.49571
H 2.27785 0.26704 -0.50530
H 2.69968 1.44841 -1.17629
H 5.48118 -1.36544 -0.22522
H 4.02832 -0.96694 -0.45829
H -4.96252 0.67134 0.46116
H -4.14908 1.04304 -0.76152
H -0.25287 -3.06867 2.66550
H -0.90774 -2.60290 3.93629
H -3.27053 -2.76634 -0.74517
H -4.04542 -1.59267 -0.21829
H 2.47093 -3.64490 -1.14706
H 1.93082 -3.87747 -2.46380
H 0.07068 -0.91123 4.44011
H 1.33715 -0.99510 3.47326
H -1.89263 -1.79298 0.01074
H -0.71883 -2.47299 -0.45680
O 0.42761 0.00955 -0.44964
O 1.59529 3.12255 -1.40400
O 1.47349 5.04644 0.85540
O -3.77092 2.91239 0.45189
O -0.71176 -1.29327 -2.58691
O 2.80520 1.06721 -0.37037
O 4.84955 -0.73921 0.12802
O -4.90025 0.49513 -0.51801
O -0.68049 -2.28074 3.06680
O -3.57277 -1.88147 -0.98577
O 2.51603 -3.22728 -2.06806
O 0.93578 -1.40388 4.23543
O -1.01022 -1.60476 -0.35322

***

Relative energies, kcal/mol: <1> 18.2; <2> 0.0; <3> 21.9; <4> 138.0.